Molecular formula: C2H11O3S
Method: DFT, the ωB97M-V functional and the def2-TZVPD basis

Each line ends with the Löwdin charge.
Element x y z (Å)
C (-0.289, -1.597, 0.641)  -0.742
O (1.653, 0.754, -3.456)  -0.140
S (0.595, -1.179, -0.935)  0.287
H (1.062, -0.335, 1.986)  0.020
C (0.582, -1.270, 1.877)  -0.261
H (-1.202, -0.898, 0.760)  0.051
H (2.028, 0.064, -2.855)  -0.010
H (-0.607, -2.695, 0.692)  0.054
O (-1.171, 2.844, 1.911)  -0.057
H (-1.556, 0.245, -2.089)  -0.030
H (-0.651, 3.594, 1.628)  0.022
H (1.484, -2.001, 1.626)  0.070
O (-1.457, 0.805, -1.312)  -0.267
H (0.696, 0.542, -3.402)  0.008
H (0.280, -1.620, 2.894)  0.049
H (-1.042, 2.186, 1.232)  0.016
H (-0.406, 0.560, -1.197)  -0.070

Charge = -1

Molecular formula: C2H11O4
Method: DFT, the ωB97M-V functional and the def2-TZVPD basis

Each line ends with the Löwdin charge.
Element x y z (Å)
H (0.170, 2.144, 1.539)  0.082
H (-1.725, 3.610, 0.802)  0.021
H (-2.523, 2.267, 0.353)  0.040
O (-1.010, -1.384, -1.644)  -0.180
H (1.358, 0.454, 2.169)  0.091
H (-0.364, -0.815, -2.086)  0.006
O (1.926, -2.723, -1.261)  -0.138
H (0.460, 1.960, 0.084)  0.067
C (-1.584, 2.737, 0.201)  -0.111
H (0.417, -0.456, 1.200)  0.000
H (-1.112, 3.151, -0.861)  0.121
H (2.090, -2.976, -0.361)  -0.006
H (1.113, -2.025, -1.157)  0.088
C (-0.459, 1.796, 0.642)  -0.516
O (-0.626, 0.430, 0.527)  -0.373
O (1.405, -0.524, 1.620)  -0.287
H (-1.188, -0.908, -0.672)  0.096

Charge = -1

Molecular formula: C2H11O4
Method: DFT, the ωB97M-V functional and the def2-TZVPD basis

Each line ends with the Löwdin charge.
Element x y z (Å)
H (1.075, 1.499, 0.235)  -0.017
H (0.801, -0.674, -3.100)  0.049
O (1.676, 2.174, 0.631)  -0.111
H (-1.511, 0.798, 2.712)  0.008
H (-0.263, -1.944, 1.900)  -0.001
C (0.268, -1.249, -2.331)  -0.131
H (-0.450, -1.928, -2.801)  0.044
O (-1.361, 1.635, 2.266)  -0.080
O (0.467, -0.090, -0.164)  -0.336
H (-0.173, -0.615, 1.120)  -0.014
H (1.068, -1.901, -1.956)  0.057
H (-0.619, 0.630, -1.702)  0.089
O (-0.137, -1.009, 2.082)  -0.163
C (-0.336, -0.341, -1.247)  -0.471
H (-0.503, 1.460, 1.851)  -0.006
H (1.291, 2.410, 1.477)  -0.003
H (-1.294, -0.856, -0.975)  0.087

Charge = -1

Molecular formula: C2H12N2O2
Method: DFT, the ωB97M-V functional and the def2-TZVPD basis

Each line ends with the Löwdin charge.
Element x y z (Å)
H (-2.066, -0.078, -3.172)  0.032
N (0.953, 0.049, 1.666)  -0.019
H (1.699, -0.617, -0.677)  0.062
H (-0.152, 1.619, -0.984)  0.102
O (-1.818, -0.908, -2.754)  -0.061
H (1.620, 1.782, -0.831)  0.104
H (-0.639, 1.295, 1.119)  0.101
H (-1.329, -2.641, 1.950)  0.035
H (0.577, -0.037, 2.601)  0.067
H (-1.493, -1.245, 1.218)  0.006
H (0.128, -0.702, -0.967)  0.042
C (0.750, 1.198, -0.534)  -0.277
H (-0.873, -0.798, -2.586)  0.000
N (0.938, -0.118, -1.118)  -0.011
H (0.851, 2.146, 1.397)  0.095
H (1.959, 0.019, 1.583)  0.067
O (-1.548, -2.197, 1.123)  -0.062
C (0.441, 1.231, 0.966)  -0.283

Structure (SMILES) = NCCN.O.O

Molecular formula: C2H12N2O2
Method: DFT, the ωB97M-V functional and the def2-TZVPD basis

Each line ends with the Löwdin spin population.
Element x y z (Å)
H (1.517, -0.685, 0.457)  0.002
C (-0.866, 0.893, 1.585)  0.071
H (-0.922, -1.171, 1.729)  0.007
H (1.112, 0.456, -2.253)  0.000
N (-0.444, -0.434, 2.084)  0.343
N (-1.478, -0.432, -0.536)  0.411
O (0.864, -0.369, -2.563)  0.010
H (1.696, -0.793, -2.285)  0.000
H (-0.160, 1.701, 2.010)  0.003
H (-1.900, 1.101, 1.918)  0.036
H (2.730, 0.259, 0.139)  0.000
H (-1.702, 1.663, -0.092)  0.000
H (-0.833, -1.189, -0.866)  0.009
C (-0.860, 0.876, -0.010)  0.060
O (2.210, -0.415, -0.227)  0.006
H (-0.497, -0.477, 3.084)  0.010
H (-1.884, -0.190, -1.419)  0.012
H (0.059, 1.041, -0.385)  0.021

Charge = +1
Spin multiplicity = 2

Molecular formula: C2H12N2O3
Method: DFT, the ωB97M-V functional and the def2-TZVPD basis

Each line ends with the Löwdin charge.
Element x y z (Å)
H (-1.330, -3.546, -4.440)  0.018
H (2.076, 2.414, 0.412)  0.083
H (-0.418, -1.893, -1.026)  -0.011
N (1.141, 2.257, 2.268)  -0.030
N (-0.980, 1.320, 2.503)  -0.012
C (2.286, 2.658, 1.449)  -0.065
H (3.202, 2.209, 1.812)  0.079
O (-1.491, -4.188, -5.139)  -0.064
H (-2.017, 0.059, -0.255)  0.061
H (-1.159, -3.741, -5.933)  0.039
C (0.211, 1.365, 1.955)  -0.358
H (-1.176, -2.892, -1.830)  0.024
O (-0.277, -2.568, -1.714)  -0.081
H (2.328, 3.745, 1.479)  0.083
H (1.152, 2.647, 3.201)  0.140
H (0.446, 0.730, 1.085)  0.113
H (-1.065, 0.529, 3.139)  0.029
O (-1.416, -0.637, 0.041)  -0.073
H (-1.513, -0.470, 0.994)  0.024

Structure (SMILES) = [H]/N=C/NC.O.O.O

Molecular formula: C2H12N2O3
Method: DFT, the ωB97M-V functional and the def2-TZVPD basis

Each line ends with the Löwdin charge.
Element x y z (Å)
N (2.134, -0.860, 0.281)  0.100
O (-1.207, -1.926, 0.280)  -0.065
H (-0.828, 0.147, 1.676)  -0.057
H (-2.549, 0.561, -0.929)  0.132
C (2.403, 0.478, 0.021)  -0.250
H (-0.765, -1.885, -0.600)  0.049
H (-0.081, 2.406, -1.067)  0.080
H (3.244, 0.952, 0.475)  0.100
H (1.346, -1.450, -0.018)  0.083
H (-2.131, 0.560, 2.344)  0.015
H (-0.289, 1.194, -0.062)  0.064
O (-2.433, -0.207, -1.634)  -0.002
H (0.056, 0.682, -1.766)  0.080
O (-1.249, 0.281, 2.474)  -0.005
H (-2.081, -1.590, 0.323)  0.000
H (2.739, -1.409, 0.861)  0.076
N (1.668, 1.349, -0.601)  -0.072
H (-2.859, 0.028, -2.312)  -0.092
C (0.379, 1.387, -0.962)  -0.237

Structure (SMILES) = C/N=C\N.O.O.O

Molecular formula: C2H12N2O3
Method: DFT, the ωB97M-V functional and the def2-TZVPD basis

Each line ends with the Löwdin charge.
Element x y z (Å)
H (1.069, 3.175, -0.627)  0.020
H (-0.468, 1.687, -2.388)  0.024
H (2.731, -0.061, 1.332)  0.004
H (-3.456, -1.753, 1.251)  0.085
N (-2.591, -2.118, 0.892)  0.105
C (0.270, -1.473, 0.234)  -0.144
C (-2.073, -1.298, -0.088)  -0.300
H (3.813, 0.291, 0.407)  0.040
N (-0.902, -1.283, -0.578)  -0.055
H (-1.099, 0.452, -1.670)  -0.020
H (-1.931, -2.509, 1.552)  0.085
H (0.939, -2.297, -0.022)  0.078
H (1.580, 4.433, -0.064)  0.038
H (-2.813, -0.579, -0.455)  0.123
H (0.837, -0.540, 0.329)  0.057
O (3.642, 0.258, 1.357)  -0.058
O (-1.234, 1.386, -1.895)  -0.083
O (1.670, 3.894, -0.861)  -0.065
H (0.016, -1.666, 1.295)  0.067

Structure (SMILES) = C/N=C\N.O.O.O

Molecular formula: C2H12N2O3
Method: DFT, the ωB97M-V functional and the def2-TZVPD basis

Each line ends with the Löwdin spin population.
Element x y z (Å)
H (3.980, -0.283, -0.966)  0.000
N (0.125, 0.517, -1.259)  0.237
H (-0.913, -1.554, -1.388)  0.000
H (-1.847, -2.743, 1.035)  0.000
H (-1.710, 1.381, -0.473)  0.003
H (-1.497, 2.073, 2.088)  0.004
H (-0.257, 0.820, -2.229)  0.008
C (-0.620, 1.182, -0.232)  0.235
H (-0.046, 2.152, 2.826)  0.011
C (0.096, 1.493, 0.868)  0.202
H (0.258, -1.449, -0.546)  0.000
H (1.088, 0.688, -1.203)  0.006
H (2.692, -1.034, -0.513)  0.000
O (-2.646, -2.407, 0.651)  0.001
N (-0.463, 2.263, 1.933)  0.281
O (-0.325, -2.166, -0.802)  0.012
O (3.174, -0.260, -0.419)  0.000
H (1.221, 1.606, 0.917)  0.000
H (-2.311, -2.278, -0.288)  0.000

Charge = +1
Spin multiplicity = 2

Molecular formula: C2H12N2O4
Method: DFT, the ωB97M-V functional and the def2-TZVPD basis

Each line ends with the Löwdin charge.
Element x y z (Å)
H (1.304, 3.189, 0.143)  0.006
N (-1.504, -0.766, -1.308)  0.151
C (0.759, -0.205, -0.342)  -0.453
H (-0.189, 0.773, -2.049)  0.145
H (-1.348, -0.142, 1.550)  -0.043
H (0.097, 0.397, 0.321)  0.154
O (1.867, 0.309, -0.864)  0.009
H (1.844, -1.775, 0.326)  0.127
O (-1.847, 0.616, 1.034)  -0.112
N (0.881, -1.462, 0.267)  0.181
H (-2.005, -0.107, -0.703)  0.082
O (-0.641, -1.123, 2.336)  -0.341
H (1.705, 1.464, -0.447)  0.027
H (-1.600, 1.492, 1.333)  0.049
H (0.496, -1.305, 1.215)  0.032
H (-0.913, -0.802, 3.207)  -0.017
C (-0.236, -0.257, -1.668)  -0.060
O (0.980, 2.379, -0.264)  -0.198
H (0.300, -0.906, -2.363)  0.141
H (-1.453, -1.667, -0.852)  0.121

Molecular formula: C2H12N2O4
Method: DFT, the ωB97M-V functional and the def2-TZVPD basis

Each line ends with the Löwdin charge.
Element x y z (Å)
H (-2.560, -0.097, -1.616)  0.082
H (1.552, -2.595, -0.998)  0.098
H (1.435, -2.737, 0.710)  0.101
H (-0.471, 0.570, 1.794)  0.014
O (0.389, 1.404, -1.803)  -0.073
H (-2.468, -0.725, 0.056)  0.084
H (1.211, 1.349, -1.264)  0.033
O (1.862, 1.807, 0.592)  -0.068
H (0.239, 2.336, -1.948)  0.046
H (2.427, 1.178, 1.040)  0.042
H (-1.695, 0.735, -0.406)  0.068
H (-0.059, 1.213, 3.254)  0.066
H (1.025, 1.856, 1.099)  0.016
N (-0.710, -1.044, -1.111)  0.022
C (-1.901, -0.280, -0.765)  -0.105
C (-0.097, -1.656, -0.037)  -0.619
O (-0.681, -1.724, 1.047)  -0.007
N (1.072, -2.351, -0.145)  0.153
O (-0.374, 1.346, 2.348)  -0.051
H (-0.196, -0.586, -1.847)  0.097

Structure (SMILES) = CNC(N)=O.O.O.O

Molecular formula: C2H12N3Si
Method: DFT, the ωB97M-V functional and the def2-TZVPD basis

Each line ends with the Löwdin charge.
Element x y z (Å)
H (0.083, 0.307, -1.897)  0.086
H (-2.585, -0.054, -0.711)  0.057
H (0.670, -0.716, 2.479)  0.064
H (1.423, 2.319, -0.312)  0.084
C (0.963, 0.588, -1.296)  -0.295
N (0.562, 1.912, -0.692)  -0.021
N (0.661, -2.189, -0.363)  -0.034
H (-1.257, 0.232, 0.678)  -0.039
H (0.684, -2.540, -1.347)  0.094
C (-2.323, 0.062, 0.381)  -0.042
N (1.316, -0.214, 1.826)  -0.063
Si (0.958, -0.596, 0.179)  0.733
H (0.346, -2.838, 0.381)  0.070
H (-2.706, 1.014, 0.711)  0.024
H (1.830, 0.486, -1.950)  0.077
H (1.946, 0.530, 2.361)  0.141
H (-2.811, -0.779, 0.933)  0.047
H (0.240, 2.477, -1.360)  0.016

Charge = +1

Molecular formula: C2H12N4
Method: DFT, the ωB97M-V functional and the def2-TZVPD basis

Each line ends with the Löwdin charge.
Element x y z (Å)
H (-2.218, -0.992, -1.793)  0.081
H (3.208, -0.966, 0.690)  -0.021
C (-1.920, -0.074, 0.723)  -0.200
H (0.712, -0.278, 1.356)  0.104
N (0.863, 1.332, 0.068)  0.006
C (-1.243, -0.575, -1.498)  -0.205
N (-0.990, -0.812, -0.100)  -0.199
H (-1.273, 0.497, -1.786)  0.067
H (3.013, 0.314, 1.661)  -0.020
H (0.936, -0.809, -0.289)  0.140
H (0.240, 1.412, -0.729)  0.052
H (-0.489, -1.077, -2.112)  0.069
H (-1.674, -0.194, 1.782)  0.064
H (-1.943, 1.010, 0.509)  0.069
N (2.946, 0.022, 0.684)  -0.028
N (0.980, -0.017, 0.425)  -0.118
H (-2.944, -0.452, 0.590)  0.076
H (1.794, 1.658, -0.182)  0.061

Molecular formula: C2H12N4O
Method: DFT, the ωB97M-V functional and the def2-TZVPD basis

Each line ends with the Löwdin charge.
Element x y z (Å)
H (1.664, 1.176, 0.481)  0.113
O (-2.998, 0.635, -0.072)  -0.105
C (-1.212, 0.350, -1.634)  -0.329
H (-1.248, -0.143, 0.355)  0.050
H (-1.988, 0.684, -2.330)  0.113
H (0.278, -1.023, -1.649)  0.035
N (-0.425, -0.667, -2.286)  0.002
H (-3.778, 0.177, -0.415)  0.081
N (0.334, 0.060, 1.601)  -0.008
C (1.572, 0.145, 0.861)  -0.382
H (-1.023, -1.449, -2.537)  0.067
H (3.541, -0.390, 1.069)  0.062
N (2.715, -0.296, 1.649)  -0.008
N (-1.885, -0.186, -0.448)  -0.117
H (0.317, 0.745, 2.350)  0.080
H (-0.557, 1.202, -1.405)  0.108
H (1.499, -0.532, 0.003)  0.092
H (0.264, -0.859, 2.027)  0.085
H (2.929, 0.373, 2.381)  0.062

Structure (SMILES) = NCNO.NCN

| no. | DFT total energy (Eh) |
| --- | --- |
| 1 | -706.7183 |
| 2 | -383.6962 |
| 3 | -383.7819 |
| 4 | -343.3604 |
| 5 | -343.0011 |
| 6 | -418.5677 |
| 7 | -418.5329 |
| 8 | -418.5906 |
| 9 | -418.2899 |
| 10 | -493.6491 |
| 11 | -493.9029 |
| 12 | -536.9171 |
| 13 | -302.1849 |
| 14 | -377.5894 |